21
Properties=species:S:1:pos:R:3 method="wB97M-V/def2-TZVPD" charge=+1 smiles=[NH3+][C@@H](I)C(I)(I)c1ccccc1 molar_mass_g_mol=499.879 de_lowest_ev=0.178 gap_ev=7.18
N -1.60 -2.01 -1.95
C -1.20 -0.75 -1.22
I -3.13 0.13 -0.75
C -0.36 -1.07 -0.06
I 1.74 -1.90 -1.06
I -1.21 -2.58 1.29
C 0.18 0.17 0.59
C 0.47 1.16 -0.31
C 1.29 2.18 0.13
C 1.67 2.24 1.46
C 1.28 1.30 2.41
C 0.64 0.17 1.92
H -1.92 -1.59 -2.90
H -2.41 -2.32 -1.48
H -0.94 -2.79 -2.18
H -0.64 -0.11 -1.99
H 0.19 1.13 -1.39
H 1.54 3.00 -0.45
H 2.40 3.01 1.92
H 1.47 1.31 3.53
H 0.55 -0.67 2.48